[1]
21
Properties=species:S:1:pos:R:3:lowdin_charge:R:1 method="wB97M-V/def2-TZVPD" relative_energy_kcal_mol=34.0 e_homo_ev=-9.06 lumo_ev=0.835 homo_lumo_gap_ev=9.89 total_charge=0 smiles="CCN(C)C(C)=O.O"
C -1.199 1.228 1.568 -0.0016
C -1.212 0.055 0.623 -0.5199
N -0.561 0.129 -0.594 -0.0978
C 0.698 0.939 -0.628 -0.1940
C 1.878 0.273 -1.357 -0.0638
C -0.920 -0.876 -1.608 -0.0223
O -1.710 -0.986 1.030 0.0137
H -2.108 1.838 1.407 0.0977
H -1.277 0.907 2.608 0.0908
H -0.345 1.893 1.549 0.0660
H 0.436 1.907 -1.085 0.1177
H 0.940 1.057 0.418 0.0840
H 2.162 -0.510 -0.631 0.0837
H 1.466 -0.394 -2.098 0.0345
H 2.723 0.861 -1.670 0.0735
H -1.634 -0.346 -2.248 0.0948
H -1.431 -1.738 -1.187 0.0852
H -0.013 -1.196 -2.104 0.0596
H 1.255 -2.149 2.283 0.0413
H 0.034 -1.582 1.613 0.0099
O 0.819 -1.307 2.112 -0.0528

---

[2]
128
Properties=species:S:1:pos:R:3:lowdin_charge:R:1 method="wB97M-V/def2-TZVPD" e_homo_ev=-9.87 lumo_ev=0.294 homo_lumo_gap_ev=10.16 total_charge=0 smiles="O=C1CCCO1.O=C1CCCO1.O=C1CCCO1.O=C1CCCO1.O=C1CCCO1.O=C1CCCO1.O=C1CCCO1.O=C1CCCO1.O=C1CCCO1.OCCO.OCCO"
C -2.282 4.586 2.942 -0.1965
C -1.593 3.311 2.360 -0.2580
O -2.655 2.443 2.134 -0.0763
O -2.966 5.172 1.823 -0.0845
H -1.663 5.294 3.493 0.1094
H -3.008 4.227 3.672 0.1101
H -0.904 3.005 3.146 0.1132
H -1.071 3.487 1.420 0.0924
H -3.181 2.772 1.402 0.0355
H -3.082 4.605 1.057 0.0204
C 0.330 -0.547 -0.432 -0.2090
C 0.409 0.936 -0.764 -0.2097
O -0.229 1.660 0.304 -0.0908
O -1.056 -0.792 -0.190 -0.0824
H 0.951 -0.944 0.372 0.1103
H 0.668 -1.233 -1.208 0.0963
H -0.052 1.135 -1.731 0.1127
H 1.452 1.235 -0.869 0.0924
H -0.993 1.104 0.474 0.0449
H -1.090 -1.742 -0.057 0.0380
O -6.452 -4.120 2.158 0.0514
C -6.033 -3.068 1.586 -0.3901
O -4.724 -2.621 1.647 0.0072
C -4.505 -1.508 0.772 -0.1492
C -5.621 -1.606 -0.232 -0.1698
C -6.735 -2.207 0.576 -0.0890
H -3.547 -1.672 0.278 0.1126
H -4.458 -0.572 1.329 0.1367
H -5.486 -2.288 -1.072 0.1231
H -5.846 -0.669 -0.741 0.1040
H -7.377 -2.897 0.028 0.1336
H -7.228 -1.411 1.133 0.1389
O 6.417 2.170 -1.016 0.0944
C 5.503 2.321 -1.813 -0.4619
O 4.335 1.637 -1.727 0.0099
C 3.487 2.007 -2.845 -0.1642
C 4.038 3.264 -3.477 -0.1516
C 5.504 3.221 -3.033 -0.0696
H 2.508 2.146 -2.385 0.0916
H 3.376 1.218 -3.589 0.1132
H 3.548 4.130 -3.032 0.1041
H 3.962 3.318 -4.563 0.1233
H 5.725 4.266 -2.815 0.1251
H 6.129 2.827 -3.834 0.1290
O 0.792 4.122 -3.475 0.0639
C 0.474 4.942 -2.588 -0.4265
O 0.448 6.289 -2.701 0.0484
C 0.074 6.828 -1.432 -0.1557
C 0.537 5.813 -0.432 -0.1683
C 0.235 4.542 -1.152 -0.0949
H -1.013 6.791 -1.359 0.1304
H 0.391 7.854 -1.243 0.1367
H -0.007 5.951 0.502 0.1225
H 1.608 5.916 -0.252 0.1222
H -0.813 4.252 -1.088 0.1264
H 0.828 3.666 -0.891 0.1003
O 5.361 -5.337 1.182 0.0858
C 4.171 -5.006 1.106 -0.4976
O 3.848 -4.000 0.333 0.0333
C 2.416 -3.793 0.354 -0.1408
C 1.807 -5.136 0.757 -0.1181
C 2.966 -5.671 1.654 -0.0685
H 2.027 -3.483 -0.616 0.1047
H 2.126 -3.046 1.093 0.1245
H 1.733 -5.769 -0.127 0.1185
H 0.938 -5.144 1.415 0.1037
H 3.052 -6.741 1.841 0.1321
H 2.735 -5.303 2.654 0.1298
O -3.627 3.342 -0.227 0.0892
C -3.777 2.679 -1.222 -0.3721
O -5.007 2.600 -1.794 0.0420
C -4.997 1.641 -2.851 -0.1499
C -3.752 0.781 -2.565 -0.1379
C -2.780 1.792 -2.038 -0.0494
H -5.010 2.096 -3.841 0.1269
H -5.952 1.121 -2.774 0.1208
H -3.341 0.410 -3.504 0.1304
H -4.043 0.034 -1.826 0.1017
H -2.236 2.369 -2.786 0.1397
H -2.054 1.206 -1.475 0.0879
O -1.254 -3.581 -0.737 0.0831
C -2.007 -4.519 -0.492 -0.4327
O -3.070 -4.754 -1.320 0.0239
C -3.849 -5.892 -0.882 -0.1322
C -3.322 -6.088 0.532 -0.1482
C -1.904 -5.570 0.535 -0.0743
H -3.707 -6.776 -1.503 0.1217
H -4.921 -5.700 -0.912 0.1226
H -3.311 -7.157 0.745 0.1179
H -3.976 -5.599 1.254 0.1161
H -1.220 -6.337 0.172 0.1392
H -1.607 -5.104 1.475 0.1152
O 5.795 3.658 3.452 0.0733
C 4.699 3.422 2.912 -0.4657
O 3.949 2.423 3.304 0.0463
C 2.763 2.225 2.567 -0.1626
C 2.757 3.227 1.430 -0.1185
C 4.032 4.119 1.732 -0.0328
H 1.963 2.424 3.281 0.1181
H 2.669 1.203 2.201 0.1237
H 1.788 3.725 1.427 0.0983
H 2.968 2.664 0.521 0.0940
H 3.726 5.115 2.051 0.1175
H 4.723 4.265 0.901 0.1166
O -0.829 -3.739 3.516 0.0705
C -0.911 -2.546 3.828 -0.4562
O -1.604 -1.636 3.087 0.0003
C -1.351 -0.255 3.541 -0.1094
C 0.014 -0.461 4.133 -0.1533
C -0.121 -1.820 4.860 -0.0700
H -2.187 -0.007 4.195 0.1381
H -1.277 0.422 2.690 0.0970
H 0.375 0.331 4.789 0.1196
H 0.768 -0.638 3.365 0.1145
H -0.647 -1.767 5.813 0.1338
H 0.868 -2.271 4.945 0.1275
O 2.116 -0.657 -2.804 0.0433
C 2.819 -1.707 -2.878 -0.4058
O 2.271 -2.873 -3.289 0.0331
C 3.225 -3.911 -3.179 -0.1677
C 4.556 -3.232 -3.139 -0.1400
C 4.231 -1.927 -2.419 -0.0486
H 3.032 -4.566 -4.028 0.1394
H 3.119 -4.358 -2.190 0.1057
H 4.901 -3.088 -4.163 0.1211
H 5.349 -3.805 -2.659 0.1271
H 4.777 -1.008 -2.630 0.1274
H 4.161 -2.073 -1.342 0.1286

---

[3]
14
Properties=species:S:1:pos:R:3:lowdin_charge:R:1 method="wB97M-V/def2-TZVPD" relative_energy_kcal_mol=137.0 e_homo_ev=-8.44 lumo_ev=-0.057 homo_lumo_gap_ev=8.38 total_charge=0
C -1.335 -1.938 -0.286 -0.0674
C -0.204 -0.024 -1.102 -0.3455
C -0.135 0.281 1.339 -0.7781
H -1.760 -1.528 0.780 0.1210
H -0.279 -2.149 -0.025 0.0794
H -1.922 -2.855 -0.707 0.1193
H -0.051 0.310 -3.179 0.2114
H 2.008 1.013 -1.247 0.2486
H -1.261 0.600 1.392 0.0907
N 0.153 0.776 -2.195 -0.0592
N 0.334 0.175 0.056 0.0272
O -1.231 -0.988 -1.426 -0.0897
O 1.226 1.535 -1.952 -0.1034
S 0.621 0.229 2.830 0.5459

---

[4]
98
Properties=species:S:1:pos:R:3:lowdin_charge:R:1 method="wB97M-V/def2-TZVPD" e_homo_ev=-11.71 lumo_ev=-4.431 homo_lumo_gap_ev=7.28 total_charge=+1
N -4.241 -3.813 -0.916 0.0888
C -3.985 -4.099 -2.235 -0.2275
N -2.618 -3.653 -2.786 0.1730
C -2.785 -4.112 -4.244 -0.0632
C -1.508 -3.758 -5.214 -0.0831
C -2.038 -3.440 -6.743 -0.1692
C -2.172 -1.845 -7.098 -0.5849
F -2.379 -0.955 -5.933 -0.0898
Br -0.389 -1.297 -7.922 0.7081
C -3.310 -1.470 -8.215 -0.5817
F -4.393 -2.466 -8.375 -0.0509
F -3.970 -0.190 -7.772 -0.0671
Br -2.401 -1.035 -9.987 0.6809
N -4.105 -4.806 -4.525 0.0748
N -4.800 -4.783 -3.311 0.0725
H -4.855 -2.969 -0.723 0.1477
H -3.838 -4.298 -0.083 0.1401
H -0.688 -4.605 -5.244 0.1454
H -1.006 -2.775 -4.765 0.1411
H -3.004 -4.078 -6.954 0.1145
H -1.201 -3.874 -7.473 0.1267
H -4.409 -5.204 -5.444 0.1839
H -5.772 -5.179 -3.145 0.1986
C -0.208 1.484 -5.832 -0.0958
C -0.716 0.976 -4.494 -0.2202
O 0.328 0.992 -3.510 0.0210
C 0.624 2.207 -2.987 -0.5485
O 0.083 3.266 -3.275 0.1120
O 1.646 2.052 -2.109 -0.0144
C 2.124 3.277 -1.559 -0.0488
H 0.679 0.925 -6.144 0.0579
H -0.979 1.386 -6.601 0.0588
H 0.084 2.537 -5.773 0.0810
H -1.034 -0.067 -4.600 0.0882
H -1.586 1.545 -4.146 0.1313
H 1.311 3.860 -1.114 0.0966
H 2.637 3.856 -2.333 0.1018
H 2.845 3.036 -0.772 0.0974
C 0.750 -8.975 -9.069 -0.0677
C 0.242 -9.484 -7.731 -0.2186
O 1.286 -9.467 -6.748 0.0295
C 1.582 -8.252 -6.225 -0.5494
O 1.042 -7.194 -6.512 0.0806
O 2.604 -8.408 -5.347 0.0004
C 3.083 -7.183 -4.797 -0.0495
H 1.638 -9.534 -9.382 0.0868
H -0.021 -9.074 -9.838 0.0816
H 1.043 -7.922 -9.010 0.0726
H -0.076 -10.527 -7.838 0.1263
H -0.627 -8.914 -7.384 0.1183
H 2.269 -6.600 -4.352 0.0897
H 3.595 -6.603 -5.571 0.1020
H 3.803 -7.423 -4.010 0.0988
C 0.853 5.598 5.596 -0.0643
C 0.709 6.147 4.187 -0.2149
O 1.189 5.205 3.218 0.0220
C 0.361 4.167 2.947 -0.5472
O -0.739 3.975 3.444 0.1078
O 0.977 3.360 2.047 -0.0171
C 0.250 2.170 1.749 -0.0566
H 1.884 5.284 5.783 0.0821
H 0.571 6.352 6.335 0.0801
H 0.221 4.717 5.746 0.0744
H 1.324 7.048 4.085 0.1244
H -0.325 6.436 3.967 0.1256
H -0.774 2.395 1.436 0.0991
H 0.252 1.506 2.619 0.0904
H 0.757 1.661 0.924 0.0889
C 3.299 0.365 3.606 -0.0607
C 3.031 0.047 5.066 -0.2100
O 2.174 -1.096 5.193 0.0223
C 2.765 -2.299 4.992 -0.5491
O 3.942 -2.487 4.724 0.1072
O 1.816 -3.261 5.113 -0.0101
C 2.287 -4.575 4.825 -0.0545
H 2.359 0.476 3.057 0.0605
H 3.878 1.288 3.510 0.0860
H 3.857 -0.441 3.118 0.0769
H 2.506 0.890 5.529 0.1240
H 3.961 -0.102 5.627 0.1272
H 3.172 -4.821 5.421 0.0990
H 2.504 -4.665 3.755 0.0972
H 1.494 -5.283 5.079 0.0930
C -2.562 7.423 11.226 -0.0704
C -1.089 7.078 11.364 -0.2183
O -0.347 7.536 10.226 0.0187
C -0.080 8.865 10.193 -0.5499
O -0.407 9.685 11.039 0.1075
O 0.591 9.133 9.045 -0.0132
C 0.847 10.520 8.838 -0.0527
H -2.959 7.044 10.279 0.0811
H -3.139 6.995 12.050 0.0803
H -2.719 8.506 11.225 0.0753
H -0.975 5.989 11.400 0.1227
H -0.663 7.479 12.291 0.1257
H 1.353 10.966 9.700 0.0981
H -0.091 11.043 8.628 0.0999
H 1.501 10.617 7.967 0.0934

---

[5]
10
Properties=species:S:1:pos:R:3:lowdin_charge:R:1 method="wB97M-V/def2-TZVPD" relative_energy_kcal_mol=131.3 e_homo_ev=-8.81 lumo_ev=-0.686 homo_lumo_gap_ev=8.12 total_charge=0
C -0.105 0.087 -0.105 -0.7194
H -2.529 0.295 0.445 0.2588
H -1.648 -1.505 0.671 0.2166
H -0.528 1.928 -0.076 0.0434
H 0.930 -1.513 -0.709 0.1382
H 1.918 0.857 0.133 0.1323
N -1.347 -0.495 -0.220 -0.0063
N 0.255 1.309 -0.107 0.1028
N 0.904 -0.777 -0.026 -0.0655
O 2.148 -0.186 -0.005 -0.1009

---

[6]
13
Properties=species:S:1:pos:R:3:lowdin_charge:R:1 method="wB97M-V/def2-TZVPD" relative_energy_kcal_mol=167.6 e_homo_ev="-7.73 / -7.73" lumo_ev="0.743 / 0.743" homo_lumo_gap_ev="8.47 / 8.47" total_charge=0
C 0.368 0.055 -1.052 -0.0957
C 0.693 -0.219 0.248 -0.1361
C -1.473 0.633 -0.265 -0.1239
C 0.716 -0.397 1.526 0.0781
O 2.275 -0.560 -0.985 -0.2521
N -1.987 0.618 0.875 0.0253
H 2.339 -1.524 -1.053 -0.0029
H -2.937 1.002 0.926 0.0558
H 0.621 1.019 -1.475 0.1128
H -0.032 -0.723 -1.690 0.1115
H -1.989 0.983 -1.174 0.0711
H 1.581 -0.795 2.036 0.0882
H -0.173 -0.092 2.083 0.0678

---

Asked for F_max across the records above, the calculation gives 0.0601 0.1018 0.0942 0.1845 0.1671 0.0721 Eh/bohr in order.
Asked for DFT total energy across the records above, the calculation gives -10980.4037 -87594.3818 -21113.9104 -212637.8590 -7629.9442 -7792.3777 eV in order.